Entry 1:
The following is a DFT calculation (ωB97M-V with the def2-TZVPD basis set) of 2 unconnected molecules or ions with the total composition C2H8N3O2 at a distorted geometry.

Each line ends with the Löwdin charge.
Positions of all 15 atoms, in Å:
C 0.6908 -1.5344 -1.4692  0.03
C -1.7184 1.7323 -0.0432  -0.19
N 0.3333 0.2177 2.1024  0.22
N 1.5186 -0.8703 0.7234  0.06
N 0.6283 0.0404 0.9814  -0.01
O 1.8457 -1.3177 -0.5114  -0.05
O -0.8139 1.0123 -0.6544  -0.08
H -0.0930 -0.6774 -1.4699  0.08
H 0.0491 -2.4958 -1.2626  0.14
H 1.3419 -1.4984 -2.3314  0.10
H -1.8603 1.3655 0.9806  0.09
H -2.5825 1.3186 -0.4686  0.11
H -1.4078 2.7758 -0.2282  0.12
H -0.3709 0.9283 2.3624  0.13
H 2.4390 -0.9970 1.2887  0.25

Calculated values
Relative energy (zero: lowest compared OMol25 entry of this formula, charge and spin), eV: 10.933
E_HOMO (spin up / spin down), eV: -14.588 / -14.245
Frontier orbital gap (spin up / spin down), eV: 6.8 / 8.9
LUMO energy (spin up / spin down), eV: -7.807 / -5.348
Charge: +1



Entry 2:
The following is a DFT calculation (ωB97M-V with the def2-TZVPD basis set) of a molecular structure, C47H76F6HfN4O17S2 at a distorted geometry.

Each line ends with the Löwdin spin population.
Positions of all 153 atoms, in Å:
Hf -14.9927 31.0504 10.6771  0.77
C -10.5121 29.9306 7.9805  0.00
C -11.4672 28.7058 8.2777  0.00
C -10.6766 27.3788 8.1133  0.00
C -9.6412 27.1322 9.2276  0.00
C -10.4229 26.8521 10.4559  0.00
C -11.2676 28.1348 10.8626  0.00
N -12.0120 28.6604 9.6735  0.00
O -12.9887 29.6851 9.9803  0.00
C -10.3411 29.1560 11.4965  0.00
C -12.2592 27.4498 11.8818  0.00
C -12.5879 28.5529 7.1147  0.00
H -9.5645 29.7945 8.5016  0.00
H -10.9520 30.9078 8.1800  0.00
H -10.2498 29.8779 6.9238  0.00
H -10.0678 27.2994 7.2127  0.00
H -11.3740 26.5426 8.1641  0.00
H -8.8832 27.8962 9.4006  0.00
H -9.0934 26.2129 9.0204  0.00
H -9.6552 26.6369 11.1991  0.00
H -10.9498 25.9309 10.2073  0.00
H -9.8077 28.8110 12.3823  0.00
H -10.8921 30.0639 11.7420  0.00
H -9.6351 29.5514 10.7661  0.00
H -13.0723 28.0896 12.2247  0.00
H -11.8482 27.1602 12.8490  0.00
H -12.7805 26.5769 11.4890  0.00
H -13.4556 29.1702 7.3472  0.00
H -13.0706 27.5764 7.0738  0.00
H -12.2327 28.7888 6.1116  0.00
C -13.8686 31.9899 14.9192  0.00
F -13.9540 33.2558 14.4203  0.00
F -12.9221 31.9704 15.8658  0.00
F -15.0391 31.7112 15.4906  0.00
S -13.4852 30.7052 13.5206  0.01
O -13.1606 31.4732 12.3462  0.02
O -12.5155 29.7412 14.0220  0.00
N -14.9672 30.2411 12.8062  0.02
S -15.4074 29.0772 13.8807  0.01
O -15.3654 27.8228 13.1060  0.00
O -14.9096 29.0852 15.2551  0.00
C -17.3371 29.5013 13.9949  0.00
F -17.5083 30.8330 13.9635  0.00
F -18.0556 28.9348 12.9904  0.00
F -17.7832 29.0194 15.1376  0.00
C -22.8250 25.8979 16.8051  0.00
C -21.9023 25.1104 16.1378  0.00
C -21.2778 25.6367 15.0012  0.00
C -21.5728 26.9081 14.5288  0.00
C -22.4618 27.7039 15.2498  0.00
C -23.1384 27.1992 16.3486  0.00
N -20.8866 27.4389 13.3191  0.00
O -20.0344 26.7468 12.7564  0.00
O -21.1739 28.5912 12.9744  0.00
H -23.3726 25.4006 17.5920  0.00
H -21.6241 24.1464 16.5374  0.00
H -20.5939 24.9824 14.4810  0.00
H -22.7194 28.6964 14.9107  0.00
H -23.9260 27.8024 16.7754  0.00
C -16.8002 27.4761 20.4340  0.00
C -17.9567 28.0969 20.8475  0.00
C -18.3860 29.2503 20.2265  0.00
C -17.7691 29.7305 19.0992  0.00
C -16.6569 29.0764 18.5456  0.00
C -16.1867 27.8979 19.2482  0.00
N -18.4585 30.9277 18.4248  0.00
O -18.1020 31.2161 17.2539  0.00
O -19.0517 31.6878 19.1835  0.00
H -16.3437 26.6107 20.8913  0.00
H -18.3651 27.7470 21.7841  0.00
H -19.2673 29.6844 20.6752  0.00
H -16.2202 29.3068 17.5850  0.00
H -15.3477 27.3434 18.8546  0.00
C -17.4352 34.4962 18.5636  0.00
C -16.4130 34.7414 17.4930  0.00
O -16.6850 35.4948 16.5729  0.00
C -15.0514 34.0598 17.4915  0.00
H -17.3109 35.2879 19.3024  0.00
H -17.3567 33.5444 19.0890  0.00
H -18.4549 34.4899 18.1785  0.00
H -14.4784 34.3568 18.3698  0.00
H -14.4556 34.3430 16.6237  0.00
H -15.1204 32.9721 17.5044  0.00
C -14.7462 26.5209 9.4556  0.00
C -15.7653 27.3842 10.1638  0.00
O -15.7330 28.5994 10.2698  0.02
C -16.9492 26.6938 10.7173  0.00
H -15.2158 25.8368 8.7487  0.00
H -14.1585 25.9374 10.1642  0.00
H -14.1336 27.2052 8.8686  0.00
H -17.2499 25.9918 9.9395  0.00
H -17.8033 27.3547 10.8648  0.00
H -16.8370 26.1468 11.6534  0.00
C -17.4812 33.5905 13.7781  0.00
C -16.2394 33.7792 12.9542  0.00
O -15.7773 32.8072 12.2783  0.01
C -15.6319 35.1292 12.7070  0.00
H -17.5803 34.4902 14.3854  0.00
H -17.3693 32.8719 14.5900  0.00
H -18.4141 33.4856 13.2243  0.00
H -15.2549 35.4902 13.6639  0.00
H -16.5044 35.7110 12.4097  0.00
H -14.8933 35.0107 11.9142  0.00
C -11.3366 33.0819 10.0920  0.00
C -12.6671 33.5640 9.6196  0.00
O -13.7058 32.9578 9.9799  0.03
C -12.7401 34.8217 8.7916  0.00
H -11.2855 33.2096 11.1733  0.00
H -10.5134 33.6281 9.6314  0.00
H -11.0859 32.0609 9.8046  0.00
H -11.7616 35.1020 8.4016  0.00
H -13.1689 35.6625 9.3368  0.00
H -13.2897 34.5972 7.8775  0.00
C -13.9967 24.2857 16.9535  0.00
C -13.4105 25.0423 15.7512  0.00
O -13.1593 24.4971 14.6823  0.00
C -12.9865 26.4794 15.9901  0.00
H -13.3611 23.4391 17.2130  0.00
H -15.0292 23.9706 16.8023  0.00
H -14.1227 24.9354 17.8196  0.00
H -13.8700 27.0889 16.1803  0.00
H -12.3744 26.7787 15.1393  0.00
H -12.3966 26.3638 16.8993  0.00
C -17.3050 24.1770 15.3562  0.00
C -17.3044 25.6211 15.7211  0.00
O -16.3789 26.3100 15.2496  0.00
C -18.2613 26.1432 16.7218  0.00
H -16.8806 23.5942 16.1737  0.00
H -16.6839 24.0369 14.4716  0.00
H -18.3393 23.8876 15.1699  0.00
H -18.9946 25.4072 17.0516  0.00
H -18.8556 26.9083 16.2223  0.00
H -17.7849 26.6156 17.5809  0.00
C -19.6172 31.8303 11.3222  0.00
C -18.6882 30.8070 10.6552  0.04
O -17.4432 30.8999 10.7754  0.05
C -19.2923 29.6876 9.9114  0.00
H -19.9160 31.4764 12.3088  0.00
H -20.4353 31.9807 10.6177  0.00
H -19.0226 32.7311 11.4747  0.00
H -20.1429 29.4581 10.5532  0.00
H -18.6244 28.8262 9.9003  0.00
H -19.6524 29.8265 8.8920  0.00
C -9.8175 31.2254 14.9761  0.00
C -9.8202 31.9876 13.6975  0.00
O -10.8465 32.5442 13.2694  0.00
C -8.4954 32.0181 12.9354  0.00
H -8.8978 31.4929 15.4963  0.00
H -9.7649 30.1626 14.7395  0.00
H -10.6535 31.4802 15.6275  0.00
H -8.5106 32.9277 12.3349  0.00
H -8.3895 31.0409 12.4643  0.00
H -7.6066 32.1281 13.5568  0.00

Calculated values
E_HOMO (spin up / spin down), eV: -8.191 / -8.213
Frontier orbital gap (spin up / spin down), eV: 5.5 / 5.6
LUMO energy (spin up / spin down), eV: -2.653 / -2.653
Multiplicity: 2
Charge: +1



Entry 3:
The following is a DFT calculation (ωB97M-V with the def2-TZVPD basis set) of a single C2H3BrN2 molecule at a distorted geometry.

Each line ends with the Löwdin charge.
Positions of all 8 atoms, in Å:
C -0.0370 -0.2520 0.5235  -0.47
C 1.0300 0.1793 -0.3920  0.01
N -0.5603 -0.4177 1.6295  0.18
N -1.3309 -0.7358 0.4311  -0.26
Br -2.8718 0.5596 -0.3447  0.26
H 1.4089 -0.7803 -0.8062  0.11
H 1.8289 0.6789 0.1526  0.09
H 0.5323 0.7681 -1.1939  0.10

Calculated values
Relative energy (zero: lowest compared OMol25 entry of this formula, charge and spin), eV: 1.480
E_HOMO (spin up / spin down), eV: -9.386 / -9.386
Structure (SMILES): CC1=NN1Br
Frontier orbital gap (spin up / spin down), eV: 8.8 / 8.8
LUMO energy (spin up / spin down), eV: -0.623 / -0.622